Computed, not measured: a cluster of 6 separate species, C24H66N6O6 in total in a non-equilibrium geometry, with the ωB97M-V functional and the def2-TZVPD basis.

- SMILES = COC[C@H](C)N.COC[C@H](C)N.COC[C@H](C)N.COC[C@H](C)N.COC[C@H](C)N.COC[C@H](C)N
- E_HOMO (eV) = -8.8447
- largest force on an atom (eV/A) = 3.644
- LUMO (eV) = 0.67
- Kohn-Sham gap (eV) = 9.5
- charge = 0
- DFT total energy (eV) = -47176.5272

Element x y z (Å)
C -3.71756 -29.26450 -8.71923
O -4.96847 -28.77977 -8.20777
C -5.08612 -28.19374 -6.94858
C -6.50075 -27.57552 -6.71581
C -6.83118 -26.33398 -7.55262
N -6.43196 -27.03298 -5.29942
H -3.15461 -28.40652 -9.08672
H -3.72287 -29.83493 -9.64804
H -3.25076 -29.80123 -7.89332
H -4.76751 -28.86016 -6.14704
H -4.34944 -27.39089 -6.97759
H -7.13242 -28.43814 -6.92785
H -7.91679 -26.23973 -7.57849
H -6.52704 -26.59164 -8.56711
H -6.33815 -25.47133 -7.10442
H -7.05150 -26.28638 -5.01859
H -5.54070 -26.56473 -5.21880
C -2.55070 -32.13043 -5.44144
O -3.17218 -32.12052 -6.73747
C -4.26672 -33.05134 -6.90121
C -5.50359 -32.41680 -7.59542
C -6.73679 -33.32125 -7.52863
N -5.11723 -32.08555 -8.94133
H -2.82560 -33.02001 -4.87472
H -2.90028 -31.34712 -4.76889
H -1.47159 -32.19872 -5.30375
H -3.87028 -33.90435 -7.45194
H -4.55993 -33.34160 -5.89231
H -5.82132 -31.50716 -7.08581
H -7.25249 -33.41217 -6.57266
H -6.65085 -34.28300 -8.03436
H -7.50109 -32.80401 -8.10864
H -4.56642 -32.83985 -9.32571
H -4.40982 -31.36837 -9.01426
C -0.39756 -27.76319 -7.52886
O 0.55602 -28.38214 -6.55712
C 0.48042 -29.80380 -6.48588
C 1.63130 -30.26094 -5.71705
C 2.96856 -30.20502 -6.53989
N 1.38468 -31.70015 -5.41282
H -0.21339 -28.17902 -8.51945
H -0.46400 -26.67525 -7.53728
H -1.40575 -28.15352 -7.38997
H -0.40560 -29.95811 -5.87005
H 0.38844 -30.20650 -7.49458
H 1.63509 -29.70491 -4.77955
H 3.09550 -30.84223 -7.41507
H 3.77984 -30.57827 -5.91490
H 3.32270 -29.29687 -7.02769
H 2.21457 -32.10561 -5.00418
H 1.17422 -32.11113 -6.31109
C 4.03877 -23.15676 -1.78380
O 2.87366 -23.92112 -1.94628
C 2.02872 -23.44168 -2.97803
C 1.21607 -24.53081 -3.67708
C 2.00087 -25.24831 -4.63351
N 0.03768 -23.97036 -4.28775
H 4.73823 -23.30907 -2.60578
H 4.61829 -23.65273 -1.00516
H 3.92494 -22.08548 -1.61796
H 1.39347 -22.65894 -2.56347
H 2.61523 -22.89339 -3.71523
H 0.85388 -25.26809 -2.96060
H 1.54702 -26.10362 -5.13406
H 2.93766 -25.54255 -4.16028
H 2.34593 -24.63592 -5.46658
H -0.63423 -24.66843 -4.57292
H -0.34451 -23.26356 -3.67581
C 1.90854 -35.75614 -8.47905
O 2.93315 -34.93600 -8.12918
C 2.93517 -34.79185 -6.70057
C 4.13732 -33.92738 -6.37240
C 5.40754 -34.79356 -6.27039
N 4.07805 -33.39768 -5.03701
H 2.06928 -35.97855 -9.53394
H 1.05031 -35.08653 -8.42279
H 1.88277 -36.65603 -7.86453
H 2.11687 -34.10329 -6.48994
H 2.95350 -35.61702 -5.98863
H 4.18202 -33.06837 -7.04188
H 6.28085 -34.30523 -5.83798
H 5.81121 -35.10207 -7.23474
H 5.17539 -35.71976 -5.74469
H 4.80461 -32.75572 -4.75398
H 4.12120 -34.17470 -4.39321
C 5.30726 -27.38181 -4.56284
O 5.86584 -28.08219 -5.69978
C 6.80379 -27.27198 -6.42687
C 7.09939 -27.91866 -7.86379
C 8.27022 -27.21963 -8.64652
N 5.94682 -27.94283 -8.75437
H 5.12994 -26.31590 -4.70594
H 6.01662 -27.43315 -3.73683
H 4.30251 -27.72092 -4.31069
H 6.33107 -26.30078 -6.57314
H 7.70296 -27.19101 -5.81610
H 7.34924 -28.97208 -7.73738
H 7.89359 -26.25379 -8.98328
H 8.67642 -27.91490 -9.38116
H 9.00217 -26.93692 -7.88994
H 5.09643 -28.12698 -8.24151
H 5.84624 -26.97855 -9.03748

---

Computed, not measured: a cluster of 3 separate species, C7H3Cl2NO4 in total in a non-equilibrium geometry, with the ωB97M-V functional and the def2-TZVPD basis.

- E_HOMO (eV) = -2.4054
- largest force on an atom (eV/A) = 5.833
- LUMO (eV) = 4.24
- Kohn-Sham gap (eV) = 6.6
- charge = -2
- DFT total energy (eV) = -42034.1046

Element x y z (Å)
C 0.54356 -1.74691 -0.14795
C -0.05521 -1.99253 1.14329
C 0.61292 -0.50641 -0.65284
C -0.59574 -1.01932 1.93030
C -1.27267 -1.41247 3.29631
C 0.50373 2.74359 -0.92821
C -0.50839 0.52457 1.06123
N 0.10225 0.60479 -0.04630
O -0.46367 -1.96862 4.04706
O 1.09123 2.98299 0.00932
O -2.49197 -1.17623 3.35791
O -0.08475 2.52710 -1.90254
Cl -1.11736 1.93414 1.76605
Cl 1.47822 4.07371 -12.22553
H 0.85500 -2.60323 -0.63773
H 0.29052 -2.86228 1.55954
H 1.11233 -0.10289 -1.62992

---

Computed, not measured: a structure of composition C37H55N4O4PV in a non-equilibrium geometry, with the ωB97M-V functional and the def2-TZVPD basis.

- spin multiplicity = 2
- E_HOMO (spin up / spin down) (eV) = -13.2694 / -13.2706
- largest force on an atom (eV/A) = 2.843
- <S²> = 0.765
- LUMO (spin up / spin down) (eV) = -7.42 / -6.82
- Kohn-Sham gap (spin up / spin down) (eV) = 5.9 / 6.5
- charge = +2
- DFT total energy (eV) = -88375.3148

Element x y z (Å)
V 0.80865 -0.10684 0.50665
O -2.56546 2.14307 2.58278
C -1.78897 2.35602 3.67986
C -2.38533 3.17075 4.67185
C -1.70736 3.55064 5.82863
C -0.39734 3.11028 6.00540
C 0.14125 2.25279 5.07697
C -0.52102 1.88337 3.89681
C 0.26723 1.10915 2.92362
O -0.17977 0.83581 1.68388
N 1.36290 0.57350 3.34204
N 2.08687 0.02595 2.29981
C 3.32245 -0.33837 2.45400
C 4.08717 -0.77277 1.29471
C 5.41474 -1.11108 1.52948
C 6.16900 -1.52450 0.49856
C 5.68172 -1.57178 -0.79346
C 4.42152 -1.13524 -1.09191
C 3.63986 -0.75765 -0.01271
O 2.35776 -0.29595 -0.21188
H -2.06615 1.57360 1.95064
H -3.37408 3.57277 4.39643
H -2.15290 4.21647 6.51964
H 0.14747 3.31840 6.91909
H 1.11899 1.88717 5.19636
H 3.80528 -0.07679 3.39087
H 5.84403 -0.97150 2.53402
H 7.16926 -1.90484 0.72744
H 6.23305 -2.08234 -1.63966
H 3.95190 -1.22418 -2.05126
C 1.85911 -4.08431 0.55129
N 0.95697 -3.89657 1.70546
C 0.46381 -5.07255 2.41686
C 0.22073 -2.75934 1.76531
O 0.24080 -1.89936 0.76196
N -0.58502 -2.55153 2.81747
C -1.89765 -1.92758 2.58358
C -0.17415 -2.78869 4.16811
H 2.31323 -5.02951 0.74077
H 2.62350 -3.29785 0.56817
H 1.35203 -3.86926 -0.34942
H 0.51647 -5.85244 1.66827
H -0.51796 -4.80177 2.74516
H 1.08359 -5.28714 3.27050
H -2.11266 -1.82970 1.56359
H -1.94192 -0.92151 3.07177
H -2.71446 -2.55050 2.92401
H 0.89992 -2.85109 4.15942
H -0.65617 -3.62122 4.63083
H -0.44871 -1.90518 4.78351
C -4.85791 -0.52558 -1.49395
C -3.88029 -1.68109 -1.56715
C -2.43082 -1.25969 -1.78201
C -2.21957 0.24419 -1.66675
C -2.96457 0.74857 -0.40545
C -4.50236 0.58165 -0.50509
P -0.44085 0.60162 -1.64070
C 0.44050 -0.12425 -3.11083
C -0.23937 0.22742 -4.43042
C 0.15050 -0.77266 -5.52087
C 1.57750 -1.29087 -5.38928
C 1.88663 -1.98191 -4.01941
C 0.85230 -1.57470 -2.93135
C -0.17380 2.43168 -1.87026
C -1.35345 3.31365 -2.39947
C -1.42749 4.69793 -1.67678
C -0.02954 5.31282 -1.61306
C 0.78759 4.50743 -0.60499
C 0.34222 3.02134 -0.51682
H -5.86486 -0.97931 -1.22737
H -5.01878 -0.11404 -2.51883
H -4.13957 -2.34833 -2.36153
H -3.89624 -2.31139 -0.69600
H -2.27557 -1.50955 -2.86013
H -1.78132 -1.92422 -1.23813
H -2.60462 0.73859 -2.61631
H -2.59805 1.73173 -0.09394
H -2.59304 0.02975 0.38762
H -5.01247 1.49518 -0.83864
H -4.82152 0.39602 0.51037
H 1.37199 0.41577 -3.02406
H 0.14406 1.22889 -4.63848
H -1.33884 0.30811 -4.36441
H -0.07792 -0.40320 -6.54448
H -0.54399 -1.59826 -5.47723
H 2.30135 -0.44478 -5.53336
H 1.86315 -1.96040 -6.16596
H 2.91527 -1.94515 -3.66815
H 1.78867 -3.08433 -4.13304
H 1.31601 -1.69155 -1.91606
H -0.00150 -2.22254 -2.89959
H 0.62347 2.49231 -2.62691
H -2.19989 2.73295 -2.32660
H -1.19124 3.42368 -3.48055
H -1.73527 4.47880 -0.67310
H -2.10515 5.36950 -2.16506
H -0.21740 6.34974 -1.31276
H 0.52275 5.32744 -2.53414
H 0.81462 4.91138 0.39084
H 1.84382 4.45416 -0.98373
H -0.49123 2.93272 0.24286
H 1.11187 2.33394 -0.12376